Entry 1:
Density functional theory data (ωB97M-V/def2-TZVPD) for one molecule with the formula C18H11F3O2 in a non-equilibrium geometry.

```
34
C18H11F3O2 | the OMol25 dataset | ωB97M-V/def2-TZVPD
O 2.73580 2.24713 -1.49289
C 1.58201 1.94284 -1.25204
C 0.39031 2.79727 -1.60259
C 0.44514 4.16151 -1.49378
C -0.68956 4.87437 -1.81482
C -1.82745 4.23393 -2.22505
C -1.87237 2.86796 -2.36114
C -0.74460 2.14905 -2.04829
C -0.68981 0.64140 -2.16130
O -1.23339 0.03668 -3.06498
C 0.12343 -0.02950 -1.07826
C -0.28310 -1.24436 -0.61499
C 0.47191 -1.85071 0.38928
C 0.00975 -3.22437 0.84546
C 0.66807 -3.77497 2.13276
C -0.29514 -3.67061 3.29639
F -0.51253 -4.80037 4.03225
C -1.00768 -2.52940 3.60459
F -0.51526 -1.49871 4.25875
F -2.26109 -2.32067 3.23031
C 1.56427 -1.18508 0.88407
C 1.96509 0.04672 0.40601
C 1.24495 0.62349 -0.60270
H 1.33756 4.66901 -1.14698
H -0.66263 5.95423 -1.71356
H -2.72140 4.80701 -2.45199
H -2.75234 2.31986 -2.67974
H -1.14869 -1.76870 -1.00540
H 0.28249 -3.91999 0.03638
H -1.07923 -3.28387 0.90701
H 1.66280 -3.36830 2.33463
H 0.81136 -4.85144 1.97910
H 2.16314 -1.61255 1.68081
H 2.83821 0.56116 0.79270
```

For the HOMO energy, the calculation gives -8.019 eV. Its net charge is 0. Its total energy is -1142.46447 Eh. As for the SMILES: O=C1c2ccccc2C(=O)c2cc(CCC(F)=C(F)F)ccc21. As for the orbital gap: 0.26753 hartree.



Entry 2:
Density functional theory data (ωB97M-V/def2-TZVPD) for C18H11F5N2O7RhSeSi as an isolated structure in a non-equilibrium geometry.

```
46
C18H11F5N2O7RhSeSi | the OMol25 dataset | ωB97M-V/def2-TZVPD
Rh 1.15149 0.67581 -0.11937
O 0.43764 -0.66182 3.66403
C 0.46442 -0.63841 2.44924
O 1.30607 0.10154 1.78075
C -0.47904 -1.52888 1.66987
C -1.33185 -2.30033 2.43660
C -2.21562 -3.19110 1.85570
C -2.25128 -3.35217 0.48428
C -1.39038 -2.61337 -0.28661
C -0.49375 -1.64224 0.25444
O 0.20336 -0.94256 -0.58480
N -1.44322 -2.86717 -1.73180
O -0.42061 -2.78502 -2.37299
O -2.53066 -3.17135 -2.20104
N -3.10983 -3.98296 2.69022
O -3.02030 -3.85954 3.89736
O -3.79886 -4.82621 2.14118
H -1.28583 -2.18884 3.51022
H -2.93422 -4.04587 0.01925
C -2.89738 3.36543 -3.39974
Si -2.59093 3.57985 -1.57092
C -2.14967 5.36029 -1.21585
C -4.12659 3.11211 -0.61809
C -1.21016 2.51037 -1.06167
C -0.29088 1.80002 -0.70393
H -3.73034 3.98954 -3.73387
H -3.13400 2.32487 -3.63009
H -2.01057 3.64010 -3.97434
H -2.95653 6.03425 -1.51482
H -1.24555 5.64612 -1.75706
H -1.96057 5.50313 -0.15009
H -4.97109 3.74900 -0.89377
H -3.95809 3.21100 0.45599
H -4.40067 2.07443 -0.81812
F 6.97392 -1.96540 -1.39230
C 5.86582 -1.25140 -1.59593
C 5.89832 0.12600 -1.47535
F 7.04446 0.73426 -1.15255
C 4.74384 0.85688 -1.68730
F 4.83038 2.18273 -1.55272
C 3.53733 0.25405 -2.02551
Se 1.93866 1.28029 -2.30750
C 3.54096 -1.13222 -2.14838
F 2.43622 -1.78512 -2.49089
C 4.68481 -1.88391 -1.93250
F 4.66144 -3.21292 -2.05779
```

For the HOMO energy, the calculation gives -6.082 eV. Its net charge is -1. Its total energy is -4629.40040 Eh. For the relative energy (zero: lowest compared OMol25 entry of this formula, charge and spin), the calculation gives 10.5 kcal per mole. As for the orbital gap: 0.27618 hartree.



Entry 3:
Density functional theory data (ωB97M-V/def2-TZVPD) for one molecule with the formula C18H12F2N6OS in a non-equilibrium geometry.

```
40
C18H12F2N6OS | the OMol25 dataset | ωB97M-V/def2-TZVPD
O -2.08421 4.22622 -1.68491
C -2.05046 3.05924 -1.37916
C -3.31226 2.36884 -0.86584
S -3.15842 0.60949 -0.43375
C -2.11072 0.79302 0.94589
N -1.95202 1.87273 1.67830
N -1.03208 1.63777 2.60566
C -0.60601 0.40363 2.45732
C 0.35127 -0.38463 3.12274
C 0.56552 -1.64145 2.64766
C -0.17212 -2.12185 1.51854
C 0.04371 -3.46746 0.98316
C 1.27552 -4.11466 1.06134
C 1.39824 -5.38665 0.53010
C 0.28771 -5.96341 -0.06888
N -0.88476 -5.35683 -0.15308
C -1.00442 -4.14941 0.35621
N -1.08156 -1.40478 0.91785
N -1.27556 -0.18638 1.38644
N -0.95061 2.26533 -1.44194
C 0.37144 2.64405 -1.65251
C 0.75536 3.87000 -2.18899
C 2.09363 4.16957 -2.36640
C 3.05366 3.24026 -2.00989
F 4.35580 3.52785 -2.18964
C 2.71497 2.01300 -1.46510
C 1.37572 1.74179 -1.29300
F 1.01075 0.55559 -0.74149
H -4.08952 2.43021 -1.62798
H -3.64685 2.90645 0.02265
H 0.87546 0.02669 3.96941
H 1.27529 -2.29614 3.12620
H 2.13142 -3.62475 1.50278
H 2.33858 -5.91386 0.57035
H 0.33574 -6.95172 -0.50598
H -1.97745 -3.68549 0.27450
H -1.07823 1.28906 -1.19592
H -0.00701 4.58389 -2.45187
H 2.39618 5.11735 -2.78075
H 3.46830 1.29743 -1.18000
```

For the HOMO energy, the calculation gives -8.544 eV. Its net charge is 0. Its total energy is -1694.81798 Eh. As for the SMILES: O=C(CSc1nnc2ccc(-c3cccnc3)nn12)Nc1ccc(F)cc1F. As for the orbital gap: 0.29204 hartree.



Entry 4:
Density functional theory data (ωB97M-V/def2-TZVPD) for one molecule with the formula C18H13ClN2O2 in a non-equilibrium geometry.

```
36
C18H13ClN2O2 | the OMol25 dataset | ωB97M-V/def2-TZVPD
O 4.52214 1.62797 -0.51686
C 3.47258 1.17392 -0.15556
N 3.50754 0.61393 1.09607
C 2.53549 -0.28704 1.56195
C 1.17404 -0.05280 1.46681
C 0.24616 -1.04019 2.04323
C 0.56886 -1.61842 3.27523
C -0.29150 -2.50695 3.89581
C -1.56011 -2.76608 3.30429
C -1.87686 -2.27000 2.05168
C -0.94280 -1.42584 1.43814
N 0.65729 1.13488 0.94066
C -0.24571 1.86209 1.72450
Cl 0.08083 1.95100 3.42763
C -1.23947 2.61888 1.09832
C -1.36322 2.52842 -0.30114
O -2.30632 3.08305 -0.84212
C -0.10289 2.17954 -1.07756
C 0.90055 1.53222 -0.38332
C 2.22100 1.39418 -1.00866
C 2.31232 1.57831 -2.38988
C 1.15130 1.95389 -3.22107
C 0.07684 2.73752 -2.44124
H 4.43771 0.56068 1.49786
H 2.91936 -1.20339 1.98010
H 1.49840 -1.38286 3.82337
H -0.10584 -2.94226 4.89651
H -2.32941 -3.34594 3.82667
H -2.84566 -2.46327 1.56250
H -1.21742 -0.98558 0.46617
H -1.88122 3.21618 1.72214
H 3.29478 1.47856 -2.81885
H 0.81209 1.03326 -3.61098
H 1.47566 2.62136 -4.01698
H -0.86099 2.67472 -2.99176
H 0.35485 3.78644 -2.27330
```

For the HOMO energy, the calculation gives -8.241 eV. Its net charge is 0. Its total energy is -1413.86431 Eh. As for the SMILES: O=C1NC=C(c2ccccc2)n2c(Cl)cc(=O)c3c2C1=CCC3. For the relative energy (zero: lowest compared OMol25 entry of this formula, charge and spin), the calculation gives 37.8 kcal per mole. As for the orbital gap: 0.29366 hartree.



Entry 5:
Density functional theory data (ωB97M-V/def2-TZVPD) for C18H13N4O4Pt as an isolated structure in a non-equilibrium geometry.

```
40
C18H13N4O4Pt | the OMol25 dataset | ωB97M-V/def2-TZVPD
Pt -0.49357 0.56189 -1.09822
C -4.32949 2.04994 0.36620
C -3.22605 1.76933 -0.44357
N -2.08088 1.31618 0.03973
C -1.97137 1.10960 1.37554
C -3.02905 1.38626 2.26743
C -4.23498 1.86468 1.72634
C -2.84422 1.15588 3.66250
C -1.68090 0.65722 4.14812
C -0.60239 0.33104 3.27601
C 0.60148 -0.25039 3.70881
C 1.58144 -0.55221 2.79276
C 1.36544 -0.25417 1.44533
N 0.24425 0.28720 1.02855
C -0.74761 0.57171 1.88984
H -5.24158 2.41098 -0.08201
H -3.27986 1.92215 -1.51502
H -5.07100 2.06567 2.37778
H -3.66323 1.38047 4.32548
H -1.55428 0.47948 5.20486
H 0.74053 -0.46470 4.75908
H 2.50543 -1.01363 3.09422
H 2.12075 -0.46046 0.70041
C 2.83540 1.70944 -2.32200
C 2.35191 0.32932 -2.53152
N 1.13709 -0.09677 -2.22082
C 1.08763 -1.44321 -2.48219
C 2.30857 -1.83451 -2.97877
N 3.07474 -0.69902 -3.00069
C 2.95198 -3.13667 -3.36680
O 2.21777 -4.21302 -3.29432
O 4.11195 -3.11078 -3.69029
C -0.14608 -2.23193 -2.12821
O -0.17342 -3.42353 -2.39170
O -1.04868 -1.55928 -1.54001
H 2.04925 2.29043 -1.83801
H 3.10284 2.18158 -3.26488
H 3.72009 1.70469 -1.68746
H 4.03604 -0.72330 -3.31874
H 1.27402 -4.06759 -2.99376
```

For the HOMO energy (spin up / spin down), the calculation gives -12.113 / -12.529 eV. Its net charge is +1. Its total energy is -1332.89040 Eh. Its multiplicity is 3. As for the orbital gap (spin up / spin down): 0.29346 / 0.27473 hartree.